No. 1
{
  "formula": "C26H30BBrCl2N8O5W",
  "method": "wB97M-V/def2-TZVPD",
  "max_force_ev_per_a": 1.36,
  "charge": 0,
  "multiplicity": 1,
  "gap_ev": 6.1,
  "symbols": ["C", "C", "C", "H", "H", "H", "C", "H", "W", "C", "N", "Cl", "C", "C", "C", "H", "H", "H", "C", "Cl", "C", "C", "H", "N", "C", "H", "C", "H", "H", "H", "C", "H", "H", "H", "H", "H", "N", "C", "C", "C", "H", "C", "H", "O", "C", "C", "O", "N", "H", "H", "N", "H", "B", "N", "H", "H", "C", "H", "N", "C", "O", "C", "H", "C", "H", "N", "Br", "H", "O", "H", "C", "H", "C", "O"],
  "positions_angstrom": [[1.55268, -3.42271, -0.03576], [-3.07910, -4.30462, -1.51742], [-1.25172, -4.76781, -3.07750], [0.57144, -2.93604, -2.59945], [-0.72958, -5.52263, -2.48170], [-0.86204, 2.89709, -4.23888], [-2.80046, 1.33424, 1.01241], [-0.51237, 4.17777, -1.60008], [0.48333, 0.42510, 1.09406], [1.23494, 4.45025, 2.93990], [-1.68766, 1.04855, 1.68772], [-1.26694, -2.48476, 2.62043], [0.73324, -2.63857, 0.79531], [0.21131, 2.80763, -4.04495], [-0.51278, 0.78124, 3.85641], [2.58635, 1.55328, 3.74113], [2.06838, -5.33794, -0.81050], [2.77776, 0.10422, -1.05884], [-0.23501, -3.34977, 1.53623], [2.82600, -2.66170, -0.93370], [-4.10153, 1.54597, 2.99174], [0.50204, 3.81995, -1.79635], [-0.42777, -2.02535, -3.73478], [-1.91667, -3.80152, -2.22553], [-2.94772, 1.32036, 3.71393], [-1.15422, 3.57948, 0.92052], [0.36692, 1.42821, -2.02922], [-2.79532, -5.13284, -0.86254], [-0.53735, -4.29884, -3.74603], [5.27803, 1.24366, -0.96180], [1.40097, -4.79383, -0.15646], [-1.99743, -5.27147, -3.69505], [1.88671, 4.98196, 3.61176], [0.30329, -6.51788, 0.48858], [-1.15145, -5.20525, 2.02422], [0.97710, 3.59440, -0.84544], [0.49158, 2.62607, -2.63127], [-0.30384, 3.72052, 1.56945], [-0.39415, -4.71854, 1.42494], [-1.77021, 1.06988, 3.03520], [0.69654, 3.72162, -4.38134], [0.34193, 0.19020, -2.92345], [1.06268, 4.59829, -2.31144], [0.48399, 0.33087, 3.19469], [-1.44101, -2.56384, -1.92429], [-4.02682, 1.56572, 1.61060], [-1.99685, -1.82644, -1.13764], [1.54722, 3.21418, 2.55020], [3.67211, 3.18870, 3.28207], [5.24836, 2.56328, 1.45784], [0.80812, -1.28580, 0.86175], [-4.88655, 1.78232, 0.99547], [2.83421, 2.39423, 2.93078], [0.60914, 2.75148, 1.70233], [-3.82303, -4.66148, -2.23269], [-5.04518, 1.73132, 3.48803], [0.41974, -5.44571, 0.57028], [1.19694, 0.26459, -3.60812], [2.53667, 0.99866, 0.81513], [3.22202, 0.72712, -0.30083], [0.44088, -0.97780, -2.16816], [0.04305, 4.82545, 2.33675], [0.60970, 1.98621, -4.63511], [-0.17194, -2.13914, -2.67412], [-0.48367, 5.75773, 2.43885], [3.32490, 1.76186, 1.59450], [-2.76536, 1.62102, -0.85977], [-0.57038, 0.20116, -3.53460], [-0.58172, 0.96831, 5.05612], [-3.49929, -3.50845, -0.91162], [4.48621, 1.29994, -0.23610], [-2.90715, 1.32596, 4.79296], [4.49516, 1.95906, 0.98277], [0.30261, 1.36161, -0.80251]]
}

***

No. 2
{
  "formula": "C26H30BF3O3S",
  "method": "wB97M-V/def2-TZVPD",
  "max_force_ev_per_a": 4.02,
  "charge": 0,
  "multiplicity": 1,
  "gap_ev": 3.6,
  "symbols": ["H", "C", "O", "H", "H", "H", "O", "C", "C", "C", "H", "C", "H", "H", "H", "C", "H", "H", "C", "C", "C", "H", "H", "H", "H", "H", "C", "S", "H", "H", "H", "C", "C", "O", "C", "C", "H", "H", "B", "H", "F", "H", "H", "C", "C", "H", "H", "H", "C", "H", "C", "C", "C", "C", "C", "F", "H", "C", "C", "H", "C", "F", "C", "H"],
  "positions_angstrom": [[-1.94135, 3.48898, -0.09074], [1.09965, 0.03999, 5.33017], [-1.15988, -0.33606, 1.26585], [-2.27046, -0.47880, -1.02711], [-3.70042, 1.76091, 0.60317], [1.05543, 0.03240, 7.44902], [0.42565, 1.42609, 1.03743], [-0.90596, 3.15309, 0.05595], [-3.71121, 0.43602, -4.62496], [2.49905, -0.39506, 0.04699], [-4.68863, 0.58198, -5.08364], [4.31424, -3.53058, -1.08776], [-2.35195, 1.25456, -1.39121], [2.63038, 0.50275, 6.75891], [2.45516, -0.57574, -4.43918], [1.54465, 0.58361, 6.63900], [4.44414, -0.82092, -0.83438], [1.91731, -4.23395, -0.10786], [-1.17123, 0.02768, -3.55088], [0.16727, -0.96093, 5.10070], [2.07933, -3.15459, -0.06040], [-0.36637, 3.21589, 2.76042], [2.67460, 0.67801, 0.06868], [-2.10890, 3.06996, 2.47983], [-3.35365, 0.99089, 2.17219], [-0.84332, -1.90865, 3.37179], [3.27650, -2.60535, -0.50163], [1.61522, 0.72269, 3.79530], [-1.75691, -2.00991, -3.26178], [3.05990, 0.91181, -3.63752], [-3.81765, 0.00523, 0.75915], [-3.25085, 0.88495, 1.09002], [-0.86527, 2.00159, 1.05207], [1.12149, 0.50831, -3.26265], [-0.12573, -1.16089, 3.70156], [1.09518, -2.29710, 0.45024], [-0.86767, 2.15989, -3.80736], [-0.47817, 2.85429, -0.90646], [0.22810, 0.04363, 1.29258], [0.28720, -1.15373, -2.35504], [3.83726, -4.14151, -2.22469], [-1.20504, 1.70552, 3.19351], [-3.18609, 2.52601, -4.71547], [3.50457, -1.23594, -0.46351], [-1.15884, 2.51994, 2.45845], [-0.78031, 0.44610, -1.22726], [2.81798, -0.60313, -2.68170], [-0.33251, 4.00100, 0.45039], [0.10378, -0.23234, -2.92479], [1.26124, 1.64010, 6.69868], [-1.56743, 1.33546, -3.94516], [0.56405, -0.29461, 2.87337], [-2.84526, 1.52384, -4.45234], [-1.80614, 0.49350, -0.82104], [1.32049, -0.93102, 0.53530], [5.47104, -2.89099, -1.44062], [0.16287, -2.72057, 0.81643], [-2.07745, -1.05096, -3.65614], [2.45063, 0.01205, -3.51289], [-4.00507, -1.68698, -4.33516], [-3.32323, -0.84601, -4.22075], [4.66831, -4.53462, -0.22260], [-1.80459, 0.76001, 0.65961], [-0.32515, -1.50780, 5.90790]]
}

***

No. 3
{
  "formula": "C26H30BrI2N2O15P",
  "method": "wB97M-V/def2-TZVPD",
  "max_force_ev_per_a": 3.45,
  "charge": 0,
  "multiplicity": 1,
  "gap_ev": 7.0,
  "symbols": ["P", "H", "C", "H", "C", "C", "C", "O", "Br", "C", "H", "H", "O", "H", "C", "O", "I", "H", "H", "C", "H", "H", "O", "C", "N", "C", "C", "O", "C", "O", "H", "C", "H", "H", "H", "C", "H", "C", "C", "O", "C", "H", "H", "O", "H", "O", "C", "H", "C", "O", "C", "C", "O", "O", "C", "H", "H", "H", "H", "H", "C", "H", "O", "H", "O", "C", "H", "H", "C", "H", "O", "N", "I", "H", "H", "C", "C"],
  "positions_angstrom": [[-1.92054, -0.61847, -1.23392], [-7.45074, -0.22492, -8.41751], [-6.91198, -0.13050, -6.64459], [2.15287, -2.27813, -0.96023], [1.97303, 1.10352, 3.57684], [6.27422, 1.11340, 1.56973], [-6.08950, 0.28923, -5.67622], [-2.73524, -3.11063, 1.16488], [-0.47143, 1.72256, 1.06920], [1.86036, -0.62105, 0.50318], [-6.94704, -0.91208, -2.22225], [1.21728, 1.74040, 4.06909], [-7.66940, -1.34152, -2.71851], [-4.56859, 2.45296, 0.98299], [-7.49463, -0.98712, -3.99606], [9.74705, 1.77103, 1.20691], [-2.90670, -0.59485, 4.55242], [2.14392, 1.43308, 2.54409], [-5.23355, 0.91799, -5.87801], [-8.09546, -0.99900, -6.34704], [-3.59173, -0.15726, -2.42491], [2.53158, -0.20639, 1.26704], [-6.72323, 0.20152, -7.92412], [7.43211, 1.47398, 1.00604], [-2.12265, -2.01066, -1.93488], [-6.32703, -0.09640, -4.29155], [-0.32637, -0.83907, 2.06611], [3.60692, 1.93295, -0.72392], [6.23671, 0.68563, 2.96457], [7.50414, 1.87313, -0.26921], [1.04288, -2.34939, 1.45854], [-2.58666, 0.49639, 2.70593], [3.41349, -2.16047, 0.28328], [4.56110, -0.34606, -0.73618], [1.59287, 0.21602, -0.15818], [8.71842, 1.45085, 1.77208], [-3.14666, 3.39151, 1.48727], [0.64042, -1.41975, 1.00374], [2.75991, -1.55712, -0.38165], [-8.82218, -1.33780, -7.26129], [1.54409, -0.40109, 3.68416], [-2.99903, 1.94253, 0.37895], [2.87528, 1.19555, 4.21093], [-0.42877, -0.10107, -1.60893], [-2.38759, -2.72825, -1.26098], [5.21080, 0.33377, 3.51639], [-3.49591, 2.37347, 1.25812], [3.79299, 2.15279, -2.65499], [3.71373, -0.77388, -1.30238], [-5.61582, 0.27212, -3.37226], [-8.31901, -1.40403, -4.96310], [8.67633, 1.04603, 3.17430], [-3.72510, -0.69753, 0.57072], [-2.92815, 0.41570, -1.99544], [3.51441, 1.48692, -1.81127], [0.12932, -1.79271, 0.09615], [1.71696, -0.64570, 4.75019], [-0.23530, -1.27607, 4.01885], [-9.16598, -2.04506, -4.76264], [6.50050, 0.10631, 5.17943], [-2.30109, -0.71991, 0.59177], [-4.04176, 0.12219, 0.15770], [-1.14801, -2.06459, 2.28505], [4.18229, -1.48349, -2.01343], [7.44147, 0.31393, 5.02110], [7.51794, 0.68843, 3.73918], [9.60850, 1.05007, 3.72174], [2.22358, -1.05911, 3.11582], [-3.43706, 1.51421, 2.52385], [5.33804, 1.12520, 1.02614], [3.06351, 0.24228, -2.09808], [0.10542, -0.53128, 3.41744], [-4.92965, 2.11703, 3.95798], [8.44660, 2.07432, -0.42902], [-0.06470, -0.81573, -2.16230], [-2.12282, -2.13681, 1.33373], [-1.52401, 0.13595, 1.65139]]
}